No. 1
Below is C15H12Cl2CoN4O3 as an isolated structure, with properties calculated with wB97M-V/def2-TZVPD.

```
! wB97M-V def2-TZVPD RIJCOSX def2/J DEFGRID3
* xyz -2 4
Co 0.082 0.135 -0.024
C -0.148 -1.929 1.160
C 0.922 -2.088 0.277
C 1.938 -1.209 0.668
C 1.491 -0.512 1.799
C 0.202 -0.960 2.104
H -1.100 -2.421 1.089
H 0.937 -2.756 -0.569
H 2.878 -1.069 0.159
H 2.026 0.259 2.328
H -0.430 -0.609 2.903
O -0.011 1.557 0.900
N 0.394 1.521 2.208
C 0.521 2.667 2.809
C 0.265 3.948 2.189
N 0.092 5.036 1.804
C 0.949 2.578 4.183
N 1.293 2.571 5.297
Cl 2.932 3.287 -2.071
C 3.161 1.571 -2.516
Cl 4.486 0.860 -1.549
C 1.852 0.769 -2.344
O 1.406 0.252 -3.417
O 1.354 0.701 -1.182
H 3.484 1.553 -3.561
C -3.717 -2.093 -1.640
C -3.706 -1.530 -0.369
C -2.554 -0.885 0.052
N -1.439 -0.770 -0.701
C -1.479 -1.327 -1.931
C -2.584 -1.992 -2.440
H -4.602 -2.607 -2.005
H -4.573 -1.592 0.279
H -2.496 -0.429 1.037
H -0.571 -1.221 -2.517
H -2.561 -2.420 -3.436
H -0.697 1.151 -0.973
*
```

Kohn-Sham gap (alpha / beta): 2.7 / 5.1 eV
LUMO level (alpha / beta): 4.482 / 4.481 eV
Energy relative to the best compared isomer or geometry (same formula, charge and spin): 22.5 kcal per mole

Löwdin population analysis, charges in e, atoms 1 to 2: atom 1 (Co): 0.49, atom 2 (C): -0.24

No. 2
Below is C25H50AsF4N3O2Si3W as an isolated structure, with properties calculated with wB97M-V/def2-TZVPD.

```
! wB97M-V def2-TZVPD RIJCOSX def2/J DEFGRID3
* xyz 0 1
W -0.187 -1.302 0.808
C -0.331 -1.676 -3.043
N 0.458 -2.780 -2.532
C 0.238 -3.970 -3.330
C 1.880 -2.481 -2.461
C 2.231 -1.231 -1.666
N 1.673 -1.098 -0.340
C 2.429 -1.241 0.792
C 1.620 -0.993 1.945
F -0.837 -2.039 2.480
C 2.134 -1.185 3.199
F 1.338 -1.008 4.279
C 3.461 -1.504 3.443
C 4.250 -1.670 2.323
F 5.550 -1.978 2.475
C 3.775 -1.540 1.030
F 4.653 -1.765 0.012
H -0.095 -1.445 -4.096
H -0.166 -0.780 -2.446
H -1.391 -1.927 -2.975
H 0.538 -3.819 -4.379
H -0.817 -4.245 -3.303
H 0.817 -4.800 -2.925
H 2.300 -2.356 -3.476
H 2.376 -3.346 -2.009
H 1.938 -0.352 -2.259
H 3.318 -1.205 -1.606
H 3.868 -1.601 4.439
C 2.531 2.267 2.519
Si 2.127 2.358 0.686
C 2.105 4.188 0.245
C 3.612 1.725 -0.273
As 0.111 1.242 0.011
Si -1.277 2.156 1.819
C -0.736 3.916 2.241
C -3.095 2.422 1.421
C -1.117 1.141 3.379
Si -0.730 2.909 -1.498
C -0.590 4.781 -1.575
C 0.437 2.378 -2.906
C -2.421 2.347 -2.080
H 3.620 2.237 2.611
H 2.138 1.380 3.007
H 2.174 3.144 3.059
H 2.942 4.622 0.800
H 1.212 4.745 0.515
H 2.293 4.346 -0.818
H 4.426 2.432 -0.091
H 3.451 1.670 -1.352
H 3.936 0.745 0.063
H -0.761 4.578 1.372
H 0.262 3.986 2.670
H -1.450 4.314 2.967
H -3.255 2.986 0.502
H -3.477 3.023 2.251
H -3.690 1.515 1.361
H -0.087 0.856 3.595
H -1.701 0.220 3.347
H -1.484 1.752 4.208
H 0.444 5.093 -1.676
H -1.039 5.367 -0.773
H -1.137 4.974 -2.502
H 1.470 2.249 -2.576
H 0.437 3.098 -3.729
H 0.104 1.410 -3.289
H -3.264 2.907 -1.674
H -2.578 1.296 -1.854
H -2.428 2.474 -3.166
C 0.143 -5.569 -0.012
O -0.642 -4.492 -0.554
C -0.326 -3.254 -0.193
O 0.594 -3.243 0.682
H -0.102 -6.423 -0.637
H -0.146 -5.748 1.022
H 1.206 -5.347 -0.055
C -3.913 -1.398 1.604
C -3.254 -1.435 0.221
C -3.969 -0.490 -0.741
C -3.367 -2.854 -0.341
N -1.857 -1.080 0.369
H -4.935 -1.776 1.534
H -3.945 -0.386 2.008
H -3.354 -2.021 2.301
H -5.034 -0.723 -0.761
H -3.572 -0.603 -1.752
H -3.852 0.549 -0.444
H -4.419 -3.090 -0.509
H -2.957 -3.586 0.353
H -2.833 -2.947 -1.288
*
```

Kohn-Sham gap: 6.4 eV
LUMO level: -0.716 eV
Energy relative to the best compared isomer or geometry (same formula, charge and spin): 50.5 kcal per mole

Löwdin population analysis, charges in e, atoms 1 to 2: atom 1 (W): 1.61, atom 2 (C): -0.09

No. 3
Below is C32H34OPPt as an isolated structure, with properties calculated with wB97M-V/def2-TZVPD.

```
! wB97M-V def2-TZVPD RIJCOSX def2/J DEFGRID3
* xyz 1 5
C -0.470 0.834 -6.282
C 0.118 2.181 -6.171
C 0.367 -0.290 -6.735
C -1.934 0.673 -6.224
H 0.405 -0.302 -7.836
H -0.035 -1.260 -6.419
H 1.401 -0.205 -6.380
H 0.094 2.679 -7.154
H 1.166 2.150 -5.853
H -0.442 2.819 -5.477
H -2.366 0.852 -7.221
H -2.400 1.393 -5.542
H -2.229 -0.339 -5.923
C 2.201 -0.027 -0.504
C 2.288 -0.821 -1.702
C 2.081 0.112 -2.813
H 2.619 -1.864 -1.708
C 1.885 1.438 -2.294
C 1.896 1.339 -0.879
H 1.876 2.230 -0.252
H 2.441 -0.421 0.481
H 2.275 -0.125 -3.846
H 1.813 2.398 -2.820
C -2.196 -0.958 -0.995
C -1.202 -1.925 -0.614
C -0.477 -2.341 -1.802
H -1.074 -2.386 0.359
C -1.090 -1.636 -2.930
C -2.146 -0.793 -2.418
H -2.863 -0.220 -3.016
H -2.929 -0.519 -0.316
H 0.235 -3.167 -1.842
H -0.910 -1.870 -3.979
Pt 0.131 -0.234 -1.599
O 0.115 -0.559 0.736
P 0.043 -0.403 2.284
C 1.660 0.389 2.767
C 2.597 0.059 3.757
C 3.676 0.880 3.943
C 4.142 1.708 2.858
C 3.217 1.898 1.809
C 1.884 1.422 1.863
C -1.506 0.513 2.405
C -2.150 0.419 3.638
C -3.469 0.839 3.751
C -4.056 1.587 2.709
C -3.372 1.748 1.482
C -2.099 1.195 1.317
C -0.113 -1.692 3.538
C -1.326 -2.200 4.074
C -1.351 -2.439 5.473
C -0.212 -2.218 6.304
C 0.975 -1.795 5.661
C 1.073 -1.915 4.248
H 2.643 -0.879 4.393
H 4.203 0.826 4.881
H 5.189 2.172 2.880
H 3.649 2.346 0.851
H 1.050 1.805 1.195
H -1.624 -0.022 4.488
H -4.011 0.593 4.667
H -5.041 2.059 2.863
H -3.816 2.312 0.652
H -1.612 1.269 0.331
H -2.236 -2.371 3.468
H -2.291 -2.748 5.976
H -0.226 -2.430 7.413
H 1.869 -1.504 6.278
H 1.998 -2.256 3.753
*
```

Kohn-Sham gap (alpha / beta): 5.8 / 6.2 eV
LUMO level (alpha / beta): -3.039 / -5.043 eV

Löwdin population analysis, charges in e, atoms 1 to 2: atom 1 (C): -0.40, atom 2 (C): -0.09

No. 4
Below is one molecule with the formula C3H3IS, with properties calculated with wB97M-V/def2-TZVPD.

```
! wB97M-V def2-TZVPD RIJCOSX def2/J DEFGRID3
* xyz 0 1
C 1.455 0.243 -0.060
S 0.768 -1.432 -0.044
C -1.002 -0.923 0.035
C -2.075 -0.414 0.209
I -3.671 0.807 0.016
H 1.472 0.526 -1.004
H 2.484 0.316 0.391
H 0.570 0.878 0.456
*
```

Kohn-Sham gap: 8.9 eV
SMILES: CSC#CI
LUMO level: 0.214 eV
Energy relative to the best compared isomer or geometry (same formula, charge and spin): 16.1 kcal per mole

Löwdin population analysis, charges in e, atoms 1 to 2: atom 1 (C): -0.41, atom 2 (S): 0.77

No. 5
Below is a 2-piece molecular cluster, C4H10O4 overall, with properties calculated with wB97M-V/def2-TZVPD.

```
! wB97M-V def2-TZVPD RIJCOSX def2/J DEFGRID3
* xyz 0 1
C 1.941 -1.449 -0.529
C 0.905 -0.369 -0.591
O 0.080 -0.618 -1.781
C -0.018 -0.439 0.639
C 0.199 0.765 1.591
O 1.193 0.751 2.264
O -0.882 1.549 1.639
H 2.831 -1.251 -1.162
H 1.678 -2.424 -0.930
H 2.358 -1.529 0.493
H 1.205 0.652 -0.798
H -0.849 -0.548 -1.532
H -1.111 -0.490 0.428
H 0.062 -1.370 1.209
H -0.946 2.061 2.454
O -2.715 -0.068 -2.260
H -2.099 0.415 -1.715
H -2.862 0.191 -3.179
*
```

Kohn-Sham gap: 10.9 eV
SMILES: C[C@@H](O)CC(=O)O.O
LUMO level: 0.444 eV
Energy relative to the best compared isomer or geometry (same formula, charge and spin): 29.1 kcal per mole

Löwdin population analysis, charges in e, atoms 1 to 2: atom 1 (C): -0.05, atom 2 (C): -0.37

No. 6
Below is a 11-piece molecular cluster, C13H48O13 overall, with properties calculated with wB97M-V/def2-TZVPD.

```
! wB97M-V def2-TZVPD RIJCOSX def2/J DEFGRID3
* xyz 0 1
O -1.968 -16.619 18.911
C -0.738 -16.861 18.219
C 0.486 -16.402 18.974
O 0.938 -17.283 20.008
H -2.095 -15.668 18.937
H -0.547 -17.908 17.984
H -0.834 -16.424 17.225
H 0.346 -15.454 19.492
H 1.283 -16.259 18.245
H 1.435 -17.977 19.568
O -5.206 -18.256 21.161
C -4.895 -16.991 21.655
C -5.720 -15.886 20.964
O -7.040 -15.702 21.497
H -4.369 -18.718 21.073
H -5.188 -16.967 22.705
H -3.822 -16.821 21.562
H -5.839 -15.996 19.886
H -5.081 -15.014 21.106
H -7.523 -15.112 20.915
C -1.496 -15.202 22.637
O -1.891 -14.735 23.874
H -1.485 -16.291 22.581
H -2.216 -14.824 21.911
H -0.507 -14.809 22.402
H -2.605 -14.105 23.753
C -1.632 -11.688 21.094
O -1.178 -11.778 19.779
H -1.391 -10.680 21.433
H -2.711 -11.795 21.210
H -1.183 -12.385 21.801
H -0.243 -11.574 19.852
C -7.850 -14.515 17.867
O -8.199 -14.005 19.104
H -8.468 -15.384 17.640
H -7.966 -13.811 17.043
H -6.878 -15.004 17.936
H -9.116 -13.722 19.091
C -2.883 -14.950 14.946
O -3.389 -13.621 14.995
H -3.278 -15.187 13.959
H -1.802 -15.076 15.012
H -3.400 -15.543 15.701
H -4.311 -13.612 14.729
C -3.954 -13.895 18.715
O -2.583 -14.065 19.084
H -4.387 -14.884 18.566
H -4.445 -13.415 19.562
H -4.059 -13.218 17.867
H -2.167 -13.230 19.311
C -0.205 -12.372 16.428
O -1.277 -11.786 15.676
H -0.460 -12.729 17.425
H 0.235 -13.211 15.889
H 0.500 -11.551 16.561
H -1.812 -12.534 15.400
C -6.862 -11.129 16.423
O -7.080 -9.817 15.975
H -7.533 -11.756 15.835
H -5.874 -11.576 16.315
H -7.091 -11.262 17.480
H -6.192 -9.548 15.728
C -4.772 -18.642 17.763
O -4.471 -18.804 16.415
H -4.290 -17.791 18.243
H -5.838 -18.504 17.939
H -4.404 -19.508 18.314
H -5.022 -19.521 16.092
C -3.636 -9.414 17.666
O -3.736 -8.806 16.451
H -2.608 -9.219 17.974
H -4.439 -8.972 18.256
H -3.772 -10.487 17.531
H -2.910 -8.824 15.962
*
```

Kohn-Sham gap: 9.9 eV
SMILES: OCCO.OCCO.CO.CO.CO.CO.CO.CO.CO.CO.CO
LUMO level: 0.270 eV
Energy relative to the best compared isomer or geometry (same formula, charge and spin): 42.1 kcal per mole

Löwdin population analysis, charges in e, atoms 1 to 2: atom 1 (O): -0.08, atom 2 (C): -0.23